# C33H35N7NiS3Se

A molecular structure, C33H35N7NiS3Se (ωB97M-V with the def2-TZVPD basis set, the OMol25 dataset).

Summary:
Expectation value of S²: 2.38
HOMO-LUMO gap (spin up / spin down), eV: 5.093 / 6.234
LUMO (spin up / spin down), Ha: -0.0262 / -0.0220
Spin multiplicity: 3
E_tot, eV: -184110.910
Energy relative to the best compared isomer or geometry (same formula, charge and spin), kcal/mol: 78.5

Each line ends with the Mulliken charge.
Geometry (Å):
1 C 2.30325 1.55692 0.74564  1.41
2 Se 0.31908 0.38652 4.88728  -0.10
3 H 1.55437 -4.21480 6.57495  0.35
4 N 2.93437 1.07130 2.98350  0.15
5 C -1.38489 -4.62421 -4.89809  -0.47
6 C 0.01248 -2.69691 -5.23471  -0.43
7 C 1.07679 -0.62329 -0.99668  -0.03
8 S 0.36550 -1.81872 1.98580  -0.29
9 C -3.42857 2.66857 -1.61991  -0.02
10 H 5.77662 3.67537 2.93429  0.42
11 H 4.27497 3.45506 0.99287  0.34
12 H 3.62994 2.31777 -0.75272  0.56
13 H 0.79155 0.43301 7.82421  0.37
14 Ni 1.36629 -0.04910 2.92344  -0.55
15 C 4.15781 2.80807 1.85099  -0.85
16 N 1.52998 -2.84037 8.09608  -0.61
17 N 0.39228 -0.82211 -2.15683  1.08
18 S 2.49662 -1.37580 -0.61405  -0.32
19 C 4.79147 2.11530 4.05369  -0.82
20 C 3.13728 1.83436 1.86178  0.36
21 H 5.43279 2.18235 4.91998  0.40
22 C 1.05208 -1.47991 -3.28529  -1.39
23 C 0.18834 -2.57084 -3.86262  0.47
24 H -1.05227 1.97432 -3.28806  0.48
25 C -0.42048 -3.48858 -3.01163  -0.30
26 N 0.39313 0.19176 0.08254  1.37
27 H -0.88987 -3.81764 -6.82266  0.38
28 C -3.86712 4.40359 -3.73255  -0.67
29 H -1.08118 3.84398 -0.36275  0.53
30 C -4.65195 2.67426 -2.27027  -0.81
31 H -1.06896 -3.98361 0.27443  0.29
32 H -2.00749 -5.41325 -5.29927  0.39
33 C -4.87129 3.53446 -3.33784  -0.41
34 H -2.12594 -0.39239 -0.02066  0.02
35 H -1.85411 5.06557 -3.40742  0.37
36 H 1.28594 -0.73153 -4.05234  0.28
37 N -0.48069 2.09507 -1.30850  0.91
38 N 1.31592 0.70675 1.04663  -1.83
39 C 0.80990 -0.93952 6.16997  0.29
40 C -0.54994 1.40453 -0.14716  -0.31
41 N -1.58330 -1.21947 0.19780  0.60
42 C -2.05584 -3.63153 -0.02905  -0.85
43 C -1.03666 3.45643 -1.37644  -1.35
44 C 1.31599 -1.56856 8.42184  -0.31
45 H -1.04603 -0.36478 -3.53816  0.85
46 H -0.26634 -3.40046 -1.94184  0.66
47 C -2.40071 -2.33163 0.69204  -0.87
48 H -1.58681 -0.14866 -1.88153  -0.14
49 C -0.76681 -3.72338 -5.75134  -0.61
50 H -3.27250 2.02306 -0.76583  0.40
51 H -2.78832 -4.40400 0.20787  0.48
52 H 1.44911 -1.31845 9.46982  0.34
53 H 2.17824 1.58813 -1.40050  -0.09
54 H -0.33161 4.06153 -1.95257  0.46
55 H 2.08643 3.18232 -0.63918  0.33
56 H -5.43975 2.01110 -1.93631  0.41
57 C -1.20552 -4.50712 -3.52605  -0.57
58 H 0.64426 1.56175 -3.02183  0.22
59 C 2.56073 2.19639 -0.58776  -1.71
60 H -3.44464 -2.07118 0.51763  0.45
61 C 1.03003 -2.27041 5.82265  0.02
62 C 4.98452 2.93790 2.93602  -0.42
63 H 0.49348 -1.99600 -5.90820  0.37
64 H 1.98855 -1.89213 -2.92421  0.59
65 H 3.51832 0.60902 4.89792  0.42
66 C 1.38228 -3.17023 6.81571  -0.41
67 C 3.73921 1.22724 4.03668  0.09
68 C -2.40064 3.51448 -2.03306  0.50
69 C -0.74000 -0.01323 -2.55504  -0.85
70 C -0.36832 1.45581 -2.61743  -0.71
71 H -4.03912 5.09520 -4.54712  0.38
72 S -1.32294 1.92325 1.22195  -0.09
73 C -2.63766 4.38726 -3.08805  -0.24
74 H 0.92984 -2.59094 4.79411  0.20
75 H -5.82160 3.52511 -3.85519  0.38
76 C 0.95408 -0.58967 7.51049  -0.48
77 H -1.67178 -5.21685 -2.85424  0.43
78 H -2.24668 -2.44715 1.76455  0.40
79 C -0.38175 -0.93076 0.80505  -0.33
80 H -2.05374 -3.46571 -1.10726  0.06